Computed, not measured: 11 unconnected molecules or ions with the total composition C35H79N9O13, with ωB97M-V/def2-TZVPD.

LUMO level (eV): 0.46
Highest occupied orbital energy (Ha): -0.3164
Spin multiplicity: 1

```
136
C35H79N9O13 | the OMol25 dataset | ωB97M-V/def2-TZVPD
C 3.561 4.387 -1.282
C 2.502 3.765 -0.342
O 2.180 4.890 0.511
C 1.205 4.529 1.326
C 0.908 5.558 2.360
O 0.577 3.463 1.230
H 3.798 3.544 -1.957
H 4.412 4.733 -0.793
H 3.113 5.303 -1.758
H 1.590 3.585 -0.947
H 2.727 2.899 0.241
H 1.159 6.583 2.115
H 1.447 5.246 3.309
H -0.154 5.539 2.560
C -6.727 -1.025 2.370
C -5.426 -0.922 1.584
O -5.055 -2.300 1.230
C -3.813 -2.487 0.854
C -3.516 -3.953 0.937
O -3.075 -1.570 0.543
H -6.735 -1.915 3.035
H -7.654 -1.043 1.720
H -6.866 -0.181 3.037
H -5.641 -0.362 0.596
H -4.650 -0.440 2.170
H -3.681 -4.205 2.043
H -2.497 -4.084 0.710
H -4.079 -4.466 0.183
C -3.056 0.073 -1.871
N -4.025 0.932 -1.223
C -5.368 1.210 -1.700
C -3.594 1.642 -0.110
O -4.289 2.255 0.621
H -3.490 -0.940 -1.890
H -2.157 0.078 -1.274
H -2.891 0.385 -2.922
H -5.403 1.358 -2.759
H -5.942 0.277 -1.575
H -5.684 2.025 -1.079
H -2.510 1.582 -0.004
C 4.101 -6.125 4.221
N 4.494 -5.746 2.772
C 3.636 -4.963 1.931
C 5.756 -5.884 2.332
O 6.138 -5.656 1.212
H 3.218 -6.799 4.090
H 3.790 -5.253 4.689
H 4.851 -6.606 4.881
H 3.567 -5.469 0.967
H 2.679 -4.797 2.485
H 4.038 -4.005 1.676
H 6.459 -6.295 3.125
C -3.238 4.126 -2.443
N -2.651 5.268 -1.673
C -3.278 6.620 -1.738
C -1.643 4.987 -0.790
O -1.094 5.796 -0.052
H -2.571 3.261 -2.370
H -3.359 4.436 -3.516
H -4.243 4.025 -1.919
H -2.886 7.177 -2.609
H -4.408 6.459 -1.799
H -2.957 7.182 -0.782
H -1.326 3.957 -0.779
C 1.658 -0.209 -3.502
N 0.766 0.926 -3.603
C 1.040 1.859 -4.683
C -0.221 1.223 -2.769
O -0.931 2.219 -2.846
H 2.696 0.168 -3.421
H 1.486 -0.857 -4.343
H 1.462 -0.793 -2.566
H 2.095 1.924 -4.852
H 0.573 1.578 -5.616
H 0.649 2.833 -4.400
H -0.271 0.594 -1.837
C 5.693 -2.981 -1.390
N 4.548 -3.633 -2.011
C 4.585 -5.048 -2.194
C 3.497 -2.863 -2.309
O 2.402 -3.178 -2.789
H 6.527 -2.850 -2.119
H 5.960 -3.679 -0.604
H 5.521 -1.984 -0.930
H 5.393 -5.334 -2.827
H 4.679 -5.628 -1.317
H 3.641 -5.342 -2.668
H 3.703 -1.811 -2.085
C -0.762 -2.357 -5.151
N -0.562 -3.315 -4.096
C -0.072 -4.606 -4.445
C -0.630 -2.962 -2.827
O -0.858 -1.836 -2.359
H -1.754 -2.500 -5.537
H 0.014 -2.446 -5.938
H -0.752 -1.422 -4.655
H 1.037 -4.612 -4.550
H -0.228 -5.293 -3.613
H -0.504 -4.979 -5.368
H -0.421 -3.803 -2.146
C 4.367 0.376 3.157
N 3.465 -0.573 3.858
C 2.168 -0.168 4.335
C 3.721 -1.878 3.823
O 3.049 -2.733 4.417
H 4.798 -0.072 2.281
H 5.101 0.744 3.909
H 3.770 1.137 2.664
H 2.170 0.892 4.047
H 1.238 -0.597 3.925
H 2.155 -0.167 5.489
H 4.588 -2.223 3.152
C -3.987 5.042 2.025
N -3.973 4.215 3.232
C -2.657 4.088 3.840
C -4.809 3.140 3.392
O -4.654 2.266 4.217
H -3.954 6.142 2.237
H -4.896 4.819 1.462
H -3.042 4.831 1.496
H -1.888 3.806 3.093
H -2.304 5.037 4.311
H -2.718 3.324 4.625
H -5.740 3.170 2.782
C 0.115 -2.151 1.129
N 1.222 -1.170 0.826
C 0.755 0.231 0.881
C 2.505 -1.475 0.568
O 3.418 -0.714 0.299
H 0.460 -3.179 0.959
H -0.617 -1.989 0.408
H -0.189 -2.031 2.188
H 0.139 0.460 1.818
H 1.598 0.938 1.072
H 0.127 0.445 0.034
H 2.561 -2.633 0.707
```

Results of the Löwdin charge analysis, in e, for atoms 1 through 99: -0.050, -0.191, 0.004, -0.558, 0.013, 0.032, 0.079, 0.042, 0.101, 0.125, 0.102, 0.086, 0.114, 0.059, -0.072, -0.174, -0.014, -0.558, 0.035, 0.078, 0.084, 0.091, 0.066, 0.128, 0.121, 0.131, 0.052, 0.085, -0.088, -0.177, -0.046, -0.353, 0.035, 0.087, 0.041, 0.096, 0.077, 0.085, 0.075, 0.135, 0.001, -0.158, -0.079, -0.386, 0.005, 0.095, 0.030, 0.091, 0.084, 0.105, 0.048, 0.142, -0.042, -0.182, -0.044, -0.333, -0.010, 0.035, 0.099, 0.095, 0.079, 0.097, 0.103, 0.113, -0.053, -0.162, -0.030, -0.345, -0.030, 0.100, 0.074, 0.085, 0.078, 0.088, 0.086, 0.109, -0.038, -0.172, -0.035, -0.335, -0.019, 0.099, 0.070, 0.090, 0.086, 0.063, 0.095, 0.113, -0.025, -0.187, -0.068, -0.329, -0.023, 0.091, 0.110, 0.056, 0.090, 0.088, 0.089

---

Computed, not measured: 2 unconnected molecules or ions with the total composition C4H6N2O4, with ωB97M-V/def2-TZVPD.

Total charge: -2
LUMO level (eV): 6.80
Highest occupied orbital energy (Ha): 0.0309
Spin multiplicity: 1

```
16
C4H6N2O4 | the OMol25 dataset | ωB97M-V/def2-TZVPD
C -1.831 1.287 -0.856
C 1.299 1.428 -0.424
C 1.149 -1.423 0.919
C 0.136 0.436 -0.371
N -1.246 -1.114 0.723
N 0.149 -0.369 0.818
O -2.145 0.665 -1.840
O 1.973 1.544 0.593
O -2.235 2.159 -0.155
O 1.483 1.939 -1.549
H 0.897 -2.389 0.318
H 2.072 -0.981 0.466
H 1.336 -1.549 2.007
H 0.104 -0.074 -1.325
H -1.867 -0.371 0.982
H -1.275 -1.189 -0.305
```

Calculated atomic charges, method Löwdin, unit e: -0.635, -0.811, -0.169, -0.191, 0.005, -0.227, -0.050, -0.094, -0.006, -0.133, 0.072, 0.068, 0.057, 0.071, 0.017, 0.027

---

Computed, not measured: 4 unconnected molecules or ions with the total composition C27H22F4N4O8, with ωB97M-V/def2-TZVPD.

LUMO level (eV): -0.80
Highest occupied orbital energy (Ha): -0.3730
Spin multiplicity: 1

```
65
C27H22F4N4O8 | the OMol25 dataset | ωB97M-V/def2-TZVPD
O -2.309 1.641 0.622
C -1.361 0.976 0.373
O -1.170 0.344 -0.786
C -0.981 1.238 -1.919
C 0.227 2.114 -1.748
C 0.098 3.395 -1.226
C 1.268 4.130 -1.064
C 2.468 3.540 -1.437
N 2.597 2.325 -1.968
C 1.473 1.624 -2.119
C -0.311 0.761 1.463
F -0.464 -0.514 1.926
F 0.945 0.866 1.010
C -0.480 1.717 2.655
F -0.510 2.990 2.233
F 0.617 1.566 3.435
H -1.882 1.812 -2.108
H -0.826 0.585 -2.769
H -0.864 3.790 -0.939
H 1.253 5.122 -0.645
H 3.380 4.103 -1.291
H 1.551 0.631 -2.538
H -1.357 1.469 3.246
O -3.529 -7.517 0.424
N -3.832 -6.412 0.024
O -4.870 -6.140 -0.543
C -2.868 -5.320 0.243
C -1.662 -5.604 0.857
C -0.751 -4.577 1.045
C -1.057 -3.290 0.623
C -2.277 -3.023 0.015
C -3.193 -4.044 -0.179
H -1.434 -6.608 1.182
H 0.199 -4.782 1.519
H -0.341 -2.495 0.765
H -2.513 -2.020 -0.312
H -4.143 -3.847 -0.653
O -0.581 1.876 -6.905
N -0.060 2.439 -5.968
O -0.395 2.305 -4.805
C 1.062 3.349 -6.241
C 1.455 3.557 -7.550
C 2.502 4.428 -7.800
C 3.139 5.071 -6.747
C 2.734 4.842 -5.438
C 1.686 3.975 -5.178
H 0.955 3.052 -8.363
H 2.820 4.607 -8.818
H 3.955 5.754 -6.947
H 3.234 5.340 -4.619
H 1.365 3.793 -4.163
O 1.691 -2.524 9.215
N 0.857 -3.163 8.608
O 0.268 -4.129 9.048
C 0.536 -2.735 7.236
C 1.213 -1.658 6.694
C 0.920 -1.269 5.397
C -0.040 -1.955 4.664
C -0.714 -3.030 5.230
C -0.427 -3.427 6.526
H 1.958 -1.131 7.271
H 1.444 -0.433 4.956
H -0.262 -1.654 3.653
H -1.463 -3.562 4.659
H -0.945 -4.263 6.972
```

Calculated atomic charges, method Löwdin, unit e: 0.207, -0.415, 0.030, -0.093, -0.220, -0.010, -0.046, -0.155, 0.084, -0.097, -0.374, 0.090, 0.161, -0.296, 0.112, 0.089, 0.136, 0.124, 0.125, 0.104, 0.104, 0.127, 0.176, 0.078, -0.355, 0.079, -0.148, -0.004, -0.061, -0.070, -0.055, 0.001, 0.119, 0.110, 0.091, 0.100, 0.120, 0.093, -0.340, 0.067, -0.141, -0.001, -0.064, -0.067, -0.058, 0.004, 0.120, 0.109, 0.108, 0.108, 0.098, 0.078, -0.355, 0.078, -0.148, 0.000, -0.057, -0.063, -0.059, -0.003, 0.120, 0.100, 0.078, 0.107, 0.119

---

Computed, not measured: 2 unconnected molecules or ions with the total composition C3H9NO4, with ωB97M-V/def2-TZVPD.

LUMO level (eV): 0.51
Highest occupied orbital energy (Ha): -0.3448
Spin multiplicity: 1

```
17
C3H9NO4 | the OMol25 dataset | ωB97M-V/def2-TZVPD
C -1.225 0.353 -1.891
C -0.696 0.981 -0.632
O -1.235 1.894 -0.040
O 0.741 0.987 -0.748
N 1.415 1.702 0.245
H -2.058 -0.301 -1.626
H -1.589 1.135 -2.557
H -0.463 -0.247 -2.383
H 1.663 1.041 0.985
H 0.743 2.383 0.622
C 1.036 -1.899 1.112
O 0.367 -0.787 1.621
O -0.961 -0.628 0.827
H 2.020 -1.873 1.596
H 0.515 -2.828 1.369
H 1.179 -1.818 0.030
H -1.453 -0.096 1.470
```

Calculated atomic charges, method Löwdin, unit e: 0.014, -0.531, 0.059, -0.127, 0.038, 0.087, 0.096, 0.085, 0.072, 0.081, -0.109, -0.151, -0.017, 0.106, 0.090, 0.092, 0.114

---

Computed, not measured: 2 unconnected molecules or ions with the total composition C6H16, with ωB97M-V/def2-TZVPD.

Total charge: +1
LUMO level (spin up / spin down) (eV): -3.04 / -10.11
Highest occupied orbital energy (spin up / spin down) (Ha): -0.5301 / -0.5275
Spin multiplicity: 2

```
22
C6H16 | the OMol25 dataset | ωB97M-V/def2-TZVPD
C -1.153 1.395 0.224
C -0.891 2.612 1.081
C -2.190 0.402 0.997
H -0.151 1.013 -0.009
H -1.718 1.430 -0.707
H -1.021 2.517 2.144
H 0.103 3.013 0.909
H -2.604 0.910 1.850
H -1.513 -0.447 1.132
H -1.724 3.270 0.736
H -3.049 0.172 0.373
C 1.376 -2.008 -0.632
C 1.392 -1.548 -2.090
C 1.630 -0.883 0.383
H 2.059 -2.849 -0.524
H 0.418 -2.533 -0.464
H 0.726 -0.703 -2.265
H 2.399 -1.269 -2.387
H 2.244 -0.113 -0.056
H 0.975 -2.330 -2.721
H 2.063 -1.384 1.257
H 0.628 -0.667 0.770
```

Calculated atomic charges, method Löwdin, unit e: -0.107, 0.005, 0.074, 0.106, 0.165, 0.110, 0.108, 0.091, 0.116, 0.153, 0.097, -0.314, -0.118, -0.099, 0.103, 0.102, 0.057, 0.078, 0.081, 0.074, 0.084, 0.031

---

Computed, not measured: a molecular structure, C34H51Cl3FN7O7PS2Ti, with ωB97M-V/def2-TZVPD.

Total charge: -1
LUMO level (spin up / spin down) (eV): -0.48 / -0.49
Highest occupied orbital energy (spin up / spin down) (Ha): -0.1189 / -0.1588
Spin multiplicity: 3

```
107
C34H51Cl3FN7O7PS2Ti | the OMol25 dataset | ωB97M-V/def2-TZVPD
Ti 0.114 0.061 0.923
C -1.408 -7.282 1.597
C -1.135 -6.702 0.213
N -0.545 -5.372 0.276
C -1.379 -4.287 0.238
C -0.950 -3.023 0.405
C -1.971 -1.918 0.328
O -3.140 -2.181 0.192
O -1.486 -0.699 0.433
C 0.441 -2.789 0.651
O 0.932 -1.607 0.878
C 1.309 -3.887 0.663
C 2.705 -3.679 0.838
C 3.539 -4.765 0.874
F 4.881 -4.558 0.981
C 3.081 -6.068 0.813
C 1.688 -6.285 0.617
C 0.816 -5.213 0.513
N 3.938 -7.215 0.911
C 5.096 -7.128 1.773
C 5.533 -8.533 2.137
N 5.864 -9.244 0.842
C 4.672 -9.282 -0.088
C 4.259 -7.851 -0.354
H -1.859 -8.275 1.518
H -2.096 -6.630 2.142
H -0.483 -7.357 2.174
H -2.065 -6.618 -0.345
H -0.475 -7.355 -0.358
H -2.429 -4.479 0.056
H 3.077 -2.666 0.931
H 1.344 -7.311 0.563
H 4.835 -6.582 2.676
H 5.947 -6.606 1.307
H 4.722 -9.077 2.615
H 6.418 -8.548 2.770
H 6.220 -10.177 1.017
H 6.597 -8.706 0.382
H 3.874 -9.809 0.429
H 4.954 -9.823 -0.989
H 3.376 -7.843 -0.989
H 5.069 -7.329 -0.896
Cl -3.905 1.842 -0.905
C -2.337 2.321 -1.466
Cl -2.718 2.829 -3.984
Cl -1.784 3.842 -0.880
C -1.402 1.266 -1.654
N -0.701 0.414 -2.001
O 2.302 2.952 0.254
S 1.556 2.478 1.400
O 1.276 3.496 2.379
O 0.180 1.865 0.934
S 2.396 0.875 2.257
C -3.044 0.037 3.049
C -1.677 0.378 3.644
C -1.497 1.897 3.674
C -0.514 -0.355 2.941
H -3.844 0.487 3.647
H -3.210 -1.046 3.020
H -3.135 0.411 2.028
H -1.680 0.035 4.685
H -2.287 2.369 4.269
H -0.529 2.179 4.095
H -1.540 2.316 2.670
H -0.733 -1.429 2.952
H 0.376 -0.205 3.537
O 1.784 0.284 -0.610
P 2.888 0.340 -1.593
N 3.034 -1.156 -2.340
C 3.944 -1.293 -3.491
C 3.184 -2.159 -4.498
C 2.231 -2.965 -3.608
C 1.790 -1.928 -2.588
N 4.472 0.539 -1.123
C 5.247 -0.597 -0.568
C 5.420 -0.257 0.907
C 5.592 1.272 0.907
C 4.889 1.757 -0.382
N 2.622 1.504 -2.732
C 3.687 2.320 -3.341
C 3.321 3.742 -2.924
C 1.793 3.745 -3.072
C 1.357 2.311 -2.717
H 4.869 -1.792 -3.178
H 4.222 -0.323 -3.910
H 3.856 -2.781 -5.091
H 2.602 -1.527 -5.173
H 2.775 -3.779 -3.112
H 1.387 -3.387 -4.156
H 1.425 -2.364 -1.663
H 0.995 -1.305 -2.992
H 6.225 -0.631 -1.066
H 4.736 -1.538 -0.743
H 6.262 -0.785 1.360
H 4.503 -0.503 1.443
H 6.649 1.544 0.889
H 5.125 1.715 1.787
H 5.588 2.333 -0.997
H 4.022 2.379 -0.167
H 3.642 2.227 -4.433
H 4.669 1.998 -3.010
H 3.815 4.501 -3.532
H 3.586 3.886 -1.873
H 1.519 3.978 -4.102
H 1.314 4.467 -2.413
H 0.643 1.921 -3.439
H 0.911 2.265 -1.736
```

Results of the Löwdin charge analysis, in e, for atoms 1 through 99: 0.946, -0.071, -0.207, -0.036, 0.020, -0.026, -0.514, 0.096, -0.143, -0.275, -0.191, -0.071, 0.074, -0.227, 0.038, -0.202, 0.012, -0.132, -0.107, -0.167, -0.089, 0.056, -0.094, -0.154, 0.072, 0.081, 0.067, 0.118, 0.104, 0.141, 0.124, 0.092, 0.148, 0.128, 0.136, 0.132, 0.173, 0.173, 0.136, 0.131, 0.137, 0.140, 0.587, -1.318, -0.328, 0.606, -0.433, 0.193, -0.385, 0.176, -0.362, -0.510, 0.467, -0.090, -0.476, -0.086, -0.205, 0.072, 0.073, 0.063, 0.117, 0.073, 0.075, 0.068, 0.060, 0.005, -0.362, 0.597, -0.186, -0.204, -0.174, -0.177, -0.179, -0.172, -0.201, -0.198, -0.173, -0.183, -0.142, -0.213, -0.173, -0.148, -0.176, 0.101, 0.098, 0.099, 0.113, 0.104, 0.107, 0.095, 0.100, 0.111, 0.090, 0.101, 0.041, 0.096, 0.076, 0.105, 0.061

---

Let's list max |F| in order: 0.07331 0.06952 0.02279 0.08938 0.05020 0.03804 Eh/bohr.